#i
{"formula": "C4H3N3S", "method": "ωB97M-V with the def2-TZVPD basis set", "species": ["H", "N", "C", "N", "C", "C", "N", "C", "S", "H", "H"], "xyz": [[1.440, 2.000, 0.002], [0.422, 2.135, -0.001], [-0.175, 1.015, -0.007], [-1.579, 1.072, 0.000], [-2.214, -0.053, 0.004], [-1.524, -1.352, -0.006], [-0.260, -1.502, 0.000], [0.518, -0.315, 0.005], [2.144, -0.465, 0.001], [-3.317, -0.027, 0.021], [-2.139, -2.231, -0.010]], "lumo_ev": -2.3, "homo_energy_ev": -9.48, "smiles": "[H]/N=C1/N=CC=NC1=S", "gap_ev": 7.14}

#ii
{"formula": "C4H3N3S", "method": "ωB97M-V with the def2-TZVPD basis set", "species": ["C", "C", "C", "C", "H", "H", "H", "N", "N", "N", "S"], "xyz": [[-1.031, -0.681, -0.280], [0.506, -0.674, -0.355], [1.686, -0.197, -0.351], [3.071, -0.019, -0.275], [0.665, 1.647, 1.046], [-2.622, 0.494, 0.572], [-2.640, -1.664, 0.320], [-1.533, 0.516, -0.402], [-1.646, -1.848, -0.044], [4.233, 0.290, -0.025], [-0.689, 2.135, -0.205]], "lumo_ev": -1.4, "homo_energy_ev": -9.67, "gap_ev": 8.30}

Tell me which of them is the least stable. Sure, it is #ii.

#i
{"formula": "C7H13N2S", "method": "ωB97M-V with the def2-TZVPD basis set", "species": ["C", "C", "C", "C", "C", "C", "C", "N", "N", "S", "H", "H", "H", "H", "H", "H", "H", "H", "H", "H", "H", "H", "H"], "xyz": [[-0.349, 0.132, 1.271], [-1.116, 0.813, 0.389], [0.902, -1.597, 0.072], [-2.309, 1.459, 1.053], [2.171, -2.264, -0.277], [1.847, -0.448, 1.955], [-1.219, 0.901, -3.354], [0.753, -0.745, 1.039], [-0.975, 0.776, -0.969], [-2.156, 1.312, -1.872], [-0.401, 0.375, 2.391], [-3.118, 1.355, 0.483], [-2.565, 1.142, 2.040], [-2.095, 2.441, 1.144], [2.705, -1.611, -0.967], [2.812, -2.416, 0.596], [1.828, -3.131, -0.739], [1.663, 0.375, 2.743], [1.966, -1.224, 2.682], [2.792, -0.299, 1.494], [-1.728, 0.278, -4.025], [-0.218, 0.576, -3.127], [-1.192, 1.800, -4.021]], "lumo_ev": [-5.0, -5.9], "homo_energy_ev": [-12.87, -11.32], "gap_ev": [7.87, 5.41], "total_charge": 1}

#ii
{"formula": "C7H13N2S", "method": "ωB97M-V with the def2-TZVPD basis set", "species": ["C", "C", "C", "N", "C", "N", "S", "C", "C", "C", "H", "H", "H", "H", "H", "H", "H", "H", "H", "H", "H", "H", "H"], "xyz": [[0.986, 1.680, -0.167], [-0.155, 0.706, -0.252], [-1.565, 1.405, -0.127], [-0.082, -0.556, -1.122], [0.556, -1.195, -2.007], [1.261, -2.277, -1.583], [1.615, -2.784, 0.025], [1.324, -1.211, 0.823], [-0.055, -0.682, 0.348], [-1.392, -1.287, 0.883], [0.937, 2.376, -0.999], [1.966, 1.246, -0.164], [0.889, 2.018, 0.796], [-1.685, 1.450, 0.906], [-2.345, 0.965, -0.615], [-1.526, 2.413, -0.520], [0.770, -0.804, -2.948], [1.668, -3.023, -2.185], [2.043, -0.381, 0.443], [1.206, -1.210, 1.905], [-1.906, -0.744, 1.649], [-1.003, -2.294, 1.341], [-2.078, -1.408, 0.042]], "lumo_ev": [-3.5, -3.5], "homo_energy_ev": [-12.90, -12.90], "smiles": "CC1(C)N2C=[NH+]SC[C@]21C", "gap_ev": [9.42, 9.42], "total_charge": 1}

Tell me which of them is the least stable. Sure, it is #i.

#i
{"formula": "C2H6O2PS", "method": "ωB97M-V with the def2-TZVPD basis set", "species": ["C", "C", "O", "O", "P", "S", "H", "H", "H", "H", "H", "H"], "xyz": [[1.236, 0.781, 0.337], [-0.895, -0.849, -0.522], [-2.190, -1.247, -0.063], [-1.846, 1.005, 1.125], [0.701, -0.918, 0.335], [-2.083, 0.376, -0.163], [2.079, 1.031, 0.851], [0.310, 1.450, 0.619], [1.415, 0.851, -0.660], [-0.683, -1.059, -1.586], [1.848, -0.803, -1.870], [0.108, -0.620, 1.597]], "lumo_ev": 3.2, "homo_energy_ev": -1.84, "gap_ev": 5.07, "total_charge": -1}

#ii
{"formula": "C2H6O2PS", "method": "ωB97M-V with the def2-TZVPD basis set", "species": ["C", "C", "O", "O", "P", "S", "H", "H", "H", "H", "H", "H"], "xyz": [[-0.850, -0.230, 0.022], [0.150, 0.659, -0.691], [2.324, 2.191, -0.522], [2.268, -0.265, 0.807], [1.435, 1.490, 0.417], [3.324, -1.203, -0.311], [-1.439, 0.350, 0.734], [-1.528, -0.703, -0.692], [-0.325, -1.010, 0.568], [-0.354, 1.485, -1.211], [0.732, 0.099, -1.431], [2.860, -0.134, 1.559]], "lumo_ev": 3.9, "homo_energy_ev": -3.38, "gap_ev": 7.27, "total_charge": -1}

Tell me which of them is the least stable. Sure, it is #i.

#i
{"formula": "C9H18N5", "method": "ωB97M-V with the def2-TZVPD basis set", "species": ["H", "N", "C", "C", "N", "C", "N", "C", "C", "N", "C", "C", "C", "N", "C", "H", "H", "H", "H", "H", "H", "H", "H", "H", "H", "H", "H", "H", "H", "H", "H", "H"], "xyz": [[0.711, -2.412, -0.875], [1.669, -2.293, -0.570], [1.879, -1.160, -0.081], [3.274, -0.775, 0.326], [1.074, 0.049, -0.123], [1.300, 0.875, -1.091], [1.980, 0.580, -2.213], [-0.052, 0.356, 0.915], [0.469, -0.191, 2.274], [-0.140, 1.802, 0.856], [-1.192, -0.368, 0.378], [-2.210, 0.068, -0.385], [-2.155, 1.457, -1.047], [-3.217, -0.816, -0.629], [-3.983, -1.468, 0.106], [3.688, -0.378, -0.561], [3.473, -0.019, 1.104], [3.593, -1.693, 0.801], [0.868, 1.934, -1.144], [1.856, 1.208, -3.031], [2.300, -0.256, -2.639], [0.736, -1.334, 2.255], [-0.391, -0.153, 2.889], [1.415, 0.212, 2.521], [-1.104, 2.070, 1.179], [0.508, 2.423, 1.285], [-1.265, -1.494, 0.656], [-3.178, 1.844, -0.870], [-1.379, 2.047, -0.767], [-2.014, 1.235, -2.197], [-3.977, -1.230, 1.113], [-4.536, -2.120, -0.432]], "lumo_ev": -3.1, "homo_energy_ev": -11.80, "smiles": "[H]/N=C(/C)N(C=[NH2+])[C@@](C)(N)/C=C(\\C)N=C", "gap_ev": 8.66, "total_charge": 1}

#ii
{"formula": "C9H18N5", "method": "ωB97M-V with the def2-TZVPD basis set", "species": ["C", "C", "C", "C", "C", "C", "C", "C", "C", "N", "N", "N", "N", "N", "H", "H", "H", "H", "H", "H", "H", "H", "H", "H", "H", "H", "H", "H", "H", "H", "H", "H"], "xyz": [[0.842, -1.347, -0.019], [2.210, 0.483, -0.712], [-2.134, 0.364, -0.555], [1.709, -2.450, -0.419], [-2.147, 1.485, -1.557], [0.673, 0.671, 2.288], [-3.261, -1.667, 0.114], [-1.240, 0.343, 0.595], [0.243, 0.908, 0.760], [1.225, 0.046, -0.065], [-3.066, -0.487, -0.673], [-0.300, -1.606, 0.279], [3.169, -0.062, -1.360], [0.563, 2.256, 0.344], [2.102, 1.563, -0.817], [2.687, -2.557, 0.120], [1.253, -3.537, -0.213], [1.666, -2.601, -1.558], [-2.908, 1.350, -2.317], [-2.312, 2.387, -1.139], [-1.195, 1.427, -2.177], [1.184, 1.503, 2.651], [1.391, -0.139, 2.324], [-0.138, 0.353, 2.906], [-3.327, -2.452, -0.661], [-4.331, -1.595, 0.454], [-2.543, -1.842, 0.844], [-1.681, 0.406, 1.565], [3.916, 0.333, -1.941], [3.320, -1.014, -1.216], [-0.232, 2.853, 0.403], [1.268, 2.686, 1.056]], "lumo_ev": -3.9, "homo_energy_ev": -12.16, "gap_ev": 8.31, "total_charge": 1}

Tell me which of them is the least stable. Sure, it is #ii.

#i
{"formula": "C6H17NSi", "method": "ωB97M-V with the def2-TZVPD basis set", "species": ["C", "C", "C", "C", "C", "C", "N", "Si", "H", "H", "H", "H", "H", "H", "H", "H", "H", "H", "H", "H", "H", "H", "H", "H", "H"], "xyz": [[-1.125, -2.329, -1.556], [1.388, -1.902, -1.344], [0.757, 2.526, 2.037], [0.003, 2.725, -0.457], [0.002, -1.391, -1.004], [0.943, 2.212, 0.563], [-1.781, -0.782, 1.167], [-0.062, -1.193, 0.825], [-1.996, -2.438, -0.925], [-1.513, -2.105, -2.553], [-0.656, -3.301, -1.694], [1.342, -2.799, -2.103], [1.847, -2.390, -0.439], [2.161, -1.117, -1.490], [-0.262, 2.272, 2.233], [1.300, 1.844, 2.655], [1.080, 3.528, 2.315], [-1.171, 2.462, -0.164], [0.025, 2.449, -1.541], [0.028, 3.835, -0.402], [-0.134, -0.252, -1.336], [1.726, 1.536, 0.383], [-2.053, 0.185, 1.081], [-1.914, -1.058, 2.076], [0.063, -2.516, 1.673]], "lumo_ev": [-0.4, 0.5], "homo_energy_ev": [-7.59, -7.15], "gap_ev": [7.19, 7.70]}

#ii
{"formula": "C6H17NSi", "method": "ωB97M-V with the def2-TZVPD basis set", "species": ["C", "N", "Si", "C", "C", "C", "C", "C", "H", "H", "H", "H", "H", "H", "H", "H", "H", "H", "H", "H", "H", "H", "H", "H", "H"], "xyz": [[-2.419, -0.656, -1.906], [-1.607, 0.144, -1.076], [0.056, -0.186, -0.849], [0.686, -1.956, -1.011], [0.637, 0.628, 0.793], [0.764, 2.166, 0.757], [-0.533, 0.410, 1.842], [1.948, -0.118, 1.273], [-2.378, -1.744, -1.573], [-3.389, -0.185, -1.907], [-2.136, -0.786, -3.016], [-2.005, 0.555, -0.290], [0.771, 0.595, -2.089], [1.837, -1.945, -1.099], [0.473, -2.507, -0.120], [0.212, -2.374, -1.838], [1.659, 2.410, 0.180], [-0.079, 2.612, 0.182], [0.697, 2.742, 1.742], [-0.680, -0.609, 1.830], [-1.266, 1.007, 1.350], [-0.069, 0.750, 2.750], [1.666, -1.120, 1.266], [2.876, -0.070, 0.541], [2.282, 0.238, 2.268]], "lumo_ev": 0.8, "homo_energy_ev": -8.84, "smiles": "CN[Si@H](C)C(C)(C)C", "gap_ev": 9.63}

Tell me which of them is the least stable. Sure, it is #i.

#i
{"formula": "C5H15NOS", "method": "ωB97M-V with the def2-TZVPD basis set", "species": ["C", "S", "C", "C", "C", "C", "N", "H", "H", "H", "H", "H", "H", "H", "H", "H", "H", "H", "H", "H", "O", "H", "H"], "xyz": [[1.137, 0.582, -2.413], [0.593, -1.115, -2.142], [1.344, -1.418, -0.383], [0.321, -1.537, 0.741], [-0.706, -0.442, 0.885], [-1.600, -0.588, 2.101], [0.006, 0.885, 0.910], [2.095, 0.615, -1.873], [1.272, 0.939, -3.434], [0.549, 1.346, -1.880], [2.086, -0.624, -0.379], [1.732, -2.399, -0.573], [-0.184, -2.504, 0.538], [0.770, -1.685, 1.732], [-1.429, -0.307, 0.065], [-1.927, -1.636, 2.164], [-1.197, -0.565, 3.147], [-2.418, 0.128, 1.961], [1.009, 0.862, 0.919], [-0.377, 1.665, 1.413], [-0.949, 2.914, -1.401], [-0.466, 2.063, -1.332], [-1.660, 2.822, -0.765]], "lumo_ev": 0.8, "homo_energy_ev": -8.61, "smiles": "CSCC[C@@H](C)N.O", "gap_ev": 9.42}

#ii
{"formula": "C5H15NOS", "method": "ωB97M-V with the def2-TZVPD basis set", "species": ["C", "N", "C", "C", "C", "C", "S", "H", "H", "H", "H", "H", "H", "H", "H", "H", "H", "H", "H", "H", "O", "H", "H"], "xyz": [[-0.236, -0.707, 2.526], [-0.010, 0.233, 1.283], [1.197, 1.163, 1.481], [-1.191, 0.943, 0.709], [-1.033, 1.375, -0.792], [-0.062, 0.495, -1.689], [-0.791, -1.079, -2.260], [0.560, -0.859, 3.183], [-0.648, -1.561, 2.174], [-1.099, -0.180, 3.112], [1.459, 1.634, 0.495], [1.976, 0.531, 1.931], [1.092, 1.982, 2.188], [-1.246, 1.969, 1.208], [-2.054, 0.329, 0.968], [-0.701, 2.448, -0.800], [-1.944, 1.389, -1.302], [0.887, 0.388, -1.107], [0.166, 1.132, -2.606], [-0.424, -1.805, -1.224], [2.163, -1.182, 0.534], [2.475, -0.826, 1.279], [2.882, -1.086, -0.007]], "lumo_ev": 0.7, "homo_energy_ev": -8.04, "smiles": "CN(C)CCCS.O", "gap_ev": 8.75}

Tell me which of them is the least stable. Sure, it is #ii.